This record from the OMol25 dataset describes a structure of composition C26H45F3O2P2Re in a non-equilibrium geometry. The level of theory is ωB97M-V/def2-TZVPD.

The geometry in XYZ format:
```
79
Properties=species:S:1:pos:R:3:forces:R:3:lowdin_charge:R:1
Re 0.0947 -0.4438 -0.0158 -7.247 7.248 3.607 1.553
C 0.7337 -1.4790 -1.7379 0.567 -1.435 -1.536 -0.331
C 1.8793 -0.9893 -1.0287 1.657 -1.239 -0.885 -0.314
C 0.7098 -2.4029 0.4030 0.906 -1.534 -0.052 -0.309
C 0.0243 -2.3823 -0.8704 0.590 -1.753 -0.721 -0.284
C 1.8633 -1.5536 0.2855 1.803 -1.635 0.033 -0.326
C 0.4846 -1.2394 -3.2022 -0.081 0.215 -0.280 0.002
H 0.8683 -0.2604 -3.5159 -0.037 -0.218 0.159 0.082
H -0.5762 -1.2739 -3.4714 0.265 -0.080 0.141 0.068
H 1.0032 -1.9888 -3.8228 -0.113 0.114 0.394 0.125
C -1.1336 -3.2499 -1.2440 -0.772 0.088 0.053 0.028
H -1.5251 -3.0101 -2.2402 0.233 -0.065 0.268 0.088
H -1.9624 -3.1597 -0.5236 0.316 -0.021 -0.160 0.081
H -0.8486 -4.3138 -1.2381 0.200 0.385 0.012 0.128
C 0.3251 -3.1744 1.6264 -0.323 0.007 0.315 0.024
H 0.8591 -4.1376 1.6623 -0.124 0.285 -0.151 0.126
H -0.7597 -3.3521 1.6569 0.362 -0.034 -0.083 0.080
H 0.5901 -2.6237 2.5412 0.027 -0.142 -0.271 0.086
C 3.0415 -1.4863 1.2189 0.025 0.312 0.401 0.013
H 3.7572 -2.3018 1.0067 -0.477 0.218 -0.081 0.130
H 2.7486 -1.5599 2.2705 0.072 -0.135 -0.297 0.071
H 3.5889 -0.5436 1.0945 -0.185 -0.212 0.062 0.077
C 3.0979 -0.3688 -1.6543 0.091 0.648 -0.127 0.029
H 3.6654 -1.1217 -2.2427 -0.539 0.203 0.397 0.136
H 3.7724 0.0397 -0.8945 -0.251 -0.162 -0.236 0.060
H 2.8469 0.4595 -2.3247 0.040 -0.253 0.070 0.070
C 1.1268 3.4394 -0.7372 0.061 -0.402 -0.379 -0.126
C 1.7660 2.8120 -1.7390 -0.488 0.076 0.347 -0.139
C 3.1074 3.2528 -2.2413 0.148 -0.089 -0.566 -0.170
C 4.3745 3.0402 -1.3476 0.478 -0.078 -0.207 -0.165
C 4.2034 2.4656 0.0347 -0.065 -0.075 0.238 -0.130
C 3.5652 3.1213 1.0084 -0.054 -0.293 0.019 -0.114
C 2.9898 4.4964 0.8075 0.065 0.398 0.323 -0.166
C 1.7002 4.6498 -0.0659 -0.277 0.433 0.322 -0.170
H 3.0515 4.3270 -2.4844 -0.069 -0.331 0.032 0.123
H 4.8642 4.0262 -1.2689 -0.028 -0.417 0.058 0.121
H 3.2788 2.7339 -3.1985 0.033 0.314 0.257 0.110
H 1.9270 5.3982 -0.8450 -0.196 -0.239 0.226 0.123
H 0.1050 3.1642 -0.4369 0.343 -0.108 -0.250 0.068
H 1.2756 2.0248 -2.3295 -0.036 0.197 0.440 0.070
H 0.9123 5.0919 0.5639 0.277 -0.055 -0.256 0.108
H 2.7773 4.9193 1.8043 0.127 -0.060 -0.455 0.113
H 3.4805 2.7111 2.0261 0.209 0.021 -0.511 0.097
H 3.7566 5.1480 0.3530 -0.163 -0.297 0.275 0.120
H 5.0751 2.3909 -1.8992 -0.226 0.348 0.178 0.113
H 4.7125 1.5064 0.2262 -0.328 0.515 0.120 0.094
P -1.8431 0.8744 -1.4646 -0.938 0.092 -1.360 0.832
C -3.0047 -0.4335 -2.0827 0.427 -0.279 0.501 -0.216
H -3.9175 0.0182 -2.4940 0.368 0.018 0.100 0.078
H -3.2748 -1.0784 -1.2398 -0.088 0.147 -0.315 0.029
H -2.5240 -1.0595 -2.8408 -0.173 0.235 0.042 0.030
C -3.0226 1.9996 -0.6262 0.395 -0.035 0.669 -0.224
H -3.9171 2.1731 -1.2375 0.377 -0.143 -0.089 0.078
H -2.5427 2.9559 -0.4057 -0.042 -0.012 -0.095 0.046
H -3.3263 1.5406 0.3156 -0.032 0.124 -0.118 0.024
C -1.5470 1.8064 -3.0524 0.506 -0.201 0.420 -0.228
H -1.0712 2.7684 -2.8254 -0.160 -0.165 -0.087 0.042
H -2.4962 1.9714 -3.5929 0.343 -0.138 0.435 0.075
H -0.8654 1.2399 -3.6970 -0.201 0.136 0.055 0.029
P -0.0676 0.7497 2.4334 0.522 0.065 1.598 0.833
C 1.4901 0.4980 3.4097 0.064 0.006 -0.517 -0.250
H 1.5652 1.1893 4.2612 -0.247 -0.223 -0.244 0.073
H 2.3489 0.6682 2.7512 -0.085 0.034 0.235 0.012
H 1.5298 -0.5422 3.7738 -0.076 0.433 -0.067 0.049
C -0.4208 2.5449 2.6407 0.054 0.125 -0.586 -0.224
H 0.4820 3.1386 2.4585 -0.107 -0.146 0.018 0.041
H -0.8235 2.7800 3.6391 0.280 -0.396 -0.277 0.078
H -1.1697 2.8474 1.9065 -0.028 0.023 0.028 0.033
C -1.2800 0.0252 3.6280 -0.277 -0.401 -0.673 -0.224
H -1.0626 0.2894 4.6712 0.272 0.133 -0.407 0.080
H -1.2715 -1.0652 3.5305 0.007 0.090 0.100 0.048
H -2.2910 0.3609 3.3801 0.215 0.029 0.054 0.039
F -5.1949 -1.7738 2.3291 0.887 1.001 -0.744 0.168
C -4.4776 -0.8383 1.6740 -1.144 0.035 0.333 -0.467
F -5.1669 -0.4887 0.5428 0.802 -0.373 0.773 0.129
F -4.4413 0.2853 2.4565 0.283 -0.934 -0.661 0.119
C -3.0313 -1.3766 1.3057 -0.315 -1.276 0.601 -0.532
O -2.8221 -2.5785 1.4443 -0.083 1.578 -0.348 0.080
O -2.2325 -0.4477 0.9050 1.378 -0.246 -0.615 -0.256
```
Forces are in eV/Å.

Output
Kohn-Sham gap (alpha / beta): 7.03 / 5.30 eV
Maximum force: 10.87 eV Å⁻¹
Multiplicity: 4
Electronic energy: -60630.71791 eV
E_HOMO (alpha / beta): -14.41 / -14.40 eV
Energy relative to the best compared isomer or geometry (same formula, charge and spin): 0.0 kJ/mol
Net charge: +2

***

This record from the OMol25 dataset describes a structure of composition C4H8O2. The level of theory is ωB97M-V/def2-TZVPD.

The geometry in XYZ format:
```
14
Properties=species:S:1:pos:R:3:forces:R:3:lowdin_charge:R:1
O 1.9052 0.8446 -0.5586 0.365 0.326 0.069 -0.059
C 1.2680 -0.2316 0.0961 -0.301 -0.483 0.233 -0.235
C -0.1643 0.1250 0.4974 0.139 0.065 0.059 -0.234
C -0.9438 0.8032 -0.6359 0.126 0.364 -0.047 -0.147
O -1.6264 -0.4240 -0.9544 -0.065 -0.061 -0.058 -0.108
C -1.1839 -1.0051 0.2793 0.054 -0.263 0.319 -0.163
H 2.6097 1.1723 0.0072 -0.065 0.058 -0.126 0.088
H 1.8524 -0.5473 0.9739 -0.207 -0.015 -0.180 0.125
H 1.2285 -1.0797 -0.5958 0.072 0.072 -0.038 0.124
H -0.1867 0.6262 1.4672 -0.062 -0.008 -0.093 0.136
H -1.6464 1.5764 -0.2922 0.113 -0.149 -0.083 0.121
H -0.3380 1.1897 -1.4612 -0.186 -0.093 0.065 0.117
H -1.9889 -1.0290 1.0253 0.077 0.015 -0.091 0.117
H -0.7853 -2.0208 0.1517 -0.061 0.173 -0.029 0.119
```
Forces are in eV/Å.

Output
Kohn-Sham gap: 10.41 eV
Maximum force: 0.61 eV Å⁻¹
Multiplicity: 1
Electronic energy: -8371.07495 eV
E_HOMO: -9.61 eV
Energy relative to the best compared isomer or geometry (same formula, charge and spin): 212.9 kJ/mol

***

This record from the OMol25 dataset describes an isolated molecule of C3H7N3OS in a non-equilibrium geometry. The level of theory is ωB97M-V/def2-TZVPD.

The geometry in XYZ format:
```
15
Properties=species:S:1:pos:R:3:forces:R:3:lowdin_charge:R:1
C 2.0387 -0.2968 0.5677 2.608 -0.189 -2.618 -0.071
C -0.1757 -0.6125 -0.3362 -5.492 -0.048 -1.401 -0.580
C -1.3286 1.4113 -0.2701 -2.155 5.378 0.497 -0.321
H 2.0545 0.7818 0.4813 -0.897 0.482 -1.035 0.046
H 3.0758 -0.5291 -0.0110 -2.127 0.162 2.143 0.125
H 2.0727 -0.2823 1.6689 -0.229 -1.548 -0.245 0.075
H 1.1422 -2.0698 -0.1019 -0.776 0.968 -0.134 0.152
H 0.3099 1.0596 -1.4479 0.952 1.112 -1.070 0.128
H -1.5638 2.5086 -0.6692 0.982 -2.202 0.011 0.172
H -2.5204 -0.0436 0.6521 -0.663 -0.738 0.051 -0.167
N 1.0067 -1.0609 -0.2519 9.114 0.199 1.469 -0.012
N -0.4401 0.6874 -0.9482 -1.009 -2.894 3.360 0.173
N -1.0457 -1.5058 -0.1224 0.071 -0.239 1.006 -0.363
O -1.9821 1.2071 0.7771 2.339 0.759 -1.111 -0.078
S -2.6442 -1.2551 0.0117 -2.719 -1.203 -0.923 0.719
```
Forces are in eV/Å.

Output
Kohn-Sham gap: 7.71 eV
Maximum force: 9.23 eV Å⁻¹
Multiplicity: 1
Electronic energy: -20574.24454 eV
E_HOMO: -7.26 eV
Energy relative to the best compared isomer or geometry (same formula, charge and spin): 380.1 kJ/mol
SMILES: CN/C(=N/S)NC=O

***

This record from the OMol25 dataset describes an isolated molecule of C25H31N7O4 in a non-equilibrium geometry. The level of theory is ωB97M-V/def2-TZVPD.

The geometry in XYZ format:
```
67
Properties=species:S:1:pos:R:3:forces:R:3:lowdin_charge:R:1
C 5.0745 2.5277 0.3098 0.074 0.099 -0.121 -0.087
H 4.3013 2.8008 -0.4157 0.013 -0.013 -0.011 0.088
O 4.5399 1.7999 1.3880 -0.150 -0.180 0.233 -0.091
C 3.9157 0.6145 1.1196 -0.058 -0.184 0.071 -0.289
C 3.7624 0.0667 -0.1468 0.194 0.148 0.221 0.024
C 3.0938 -1.1348 -0.3331 0.022 -0.405 0.223 -0.150
C 2.5820 -1.8204 0.7737 0.197 0.212 -0.190 -0.232
C 2.7328 -1.2710 2.0416 -0.067 -0.147 -0.064 -0.014
C 3.3861 -0.0678 2.2116 0.168 0.200 -0.187 -0.002
H 3.4939 0.3630 3.1938 0.009 0.055 0.139 0.121
H 2.3270 -1.7660 2.9072 -0.077 -0.078 0.101 0.108
O 1.9624 -3.0222 0.5263 0.206 0.166 -0.239 -0.129
C 1.3469 -3.6875 1.6091 -0.187 -0.124 0.271 -0.084
H 0.5736 -3.0604 2.0640 0.129 -0.115 -0.022 0.060
H 2.0816 -3.9857 2.3626 0.007 -0.005 -0.027 0.094
H 0.8929 -4.5818 1.1829 0.023 0.019 0.072 0.094
C 2.8868 -1.6430 -1.7341 -0.168 0.036 0.066 -0.060
H 2.9328 -2.7338 -1.7496 0.046 0.011 -0.099 0.126
H 3.6681 -1.2503 -2.3857 -0.041 -0.048 -0.005 0.130
C 1.5267 -1.1974 -2.3065 0.010 0.117 -0.537 -0.189
N 0.4652 -1.8994 -1.6162 0.552 -0.081 0.170 0.111
C -0.8571 -1.6809 -1.7635 -0.301 -0.386 0.219 -0.520
O -1.3286 -0.6699 -2.2500 -0.106 0.128 -0.333 0.056
C -1.7056 -2.8264 -1.2461 -0.085 0.115 -0.091 0.001
H -2.7327 -2.6774 -1.5676 -0.003 0.023 0.008 0.076
H -1.6685 -2.8640 -0.1584 -0.002 -0.050 -0.005 0.052
H -1.3370 -3.7706 -1.6399 0.008 -0.101 -0.031 0.084
H 0.7644 -2.7157 -1.0998 -0.132 0.073 -0.003 0.120
H 1.4958 -1.4558 -3.3762 0.037 0.171 0.206 0.162
C 1.4389 0.3309 -2.2479 -0.332 -0.401 0.331 -0.468
O 1.8602 1.0129 -3.1609 0.257 0.175 -0.421 0.072
N 0.9543 0.8420 -1.1069 -0.190 0.171 0.128 0.132
H 0.6511 0.2324 -0.3630 0.104 -0.144 -0.023 0.112
C 0.8731 2.2737 -0.9037 0.149 0.243 -0.269 -0.277
C -0.4507 2.8332 -1.4431 0.166 -0.190 0.078 -0.095
C -1.6574 2.2197 -0.7226 -0.236 0.183 -0.443 -0.137
N -1.3561 1.9571 0.6852 0.032 -0.046 0.111 -0.066
C -1.3554 0.6699 1.1065 -0.598 -0.515 0.140 -0.319
N -0.3623 0.0178 1.6874 0.234 1.053 -0.334 0.110
N -0.8179 -1.1998 1.9485 0.096 -0.618 0.354 -0.016
N -2.0149 -1.3464 1.5712 -0.911 -0.654 0.081 0.053
N -2.4295 -0.1800 1.0399 1.653 0.577 0.256 0.036
C -3.7582 0.0281 0.6512 -0.904 0.003 -0.146 -0.186
C -4.5238 -1.0658 0.2660 0.147 0.048 -0.019 -0.016
C -5.8436 -0.8798 -0.0989 -0.010 0.025 0.015 -0.070
C -6.4048 0.3861 -0.0697 -0.077 0.036 -0.009 -0.084
C -5.6476 1.4661 0.3519 -0.057 -0.039 -0.045 -0.071
C -4.3259 1.2948 0.7202 0.117 -0.072 0.064 -0.020
H -3.7459 2.1283 1.0815 0.073 0.059 -0.017 0.109
H -6.0892 2.4500 0.4026 -0.026 0.080 0.007 0.106
H -7.4341 0.5290 -0.3615 -0.089 0.010 -0.024 0.103
H -6.4363 -1.7282 -0.4058 -0.038 -0.075 -0.023 0.106
H -4.0806 -2.0477 0.2710 0.035 -0.076 -0.032 0.096
C -0.3266 2.8121 1.2448 0.331 0.167 0.266 -0.142
C 1.0408 2.6111 0.5823 -0.168 -0.041 0.015 -0.102
H 1.6311 3.5195 0.7026 0.051 0.029 0.010 0.119
H 1.5679 1.7950 1.0767 0.042 0.086 0.006 0.091
H -0.2596 2.6080 2.3144 -0.034 0.129 -0.039 0.125
H -0.6742 3.8397 1.1070 0.031 -0.028 0.080 0.126
H -1.9277 1.2812 -1.2105 -0.010 0.079 0.065 0.103
H -2.5123 2.9027 -0.7891 0.015 -0.089 -0.052 0.117
H -0.4391 3.9177 -1.3232 -0.012 0.068 -0.044 0.117
H -0.5243 2.6046 -2.5054 -0.015 0.082 -0.045 0.125
H 1.6890 2.7036 -1.4971 -0.136 -0.040 0.154 0.142
H 4.1443 0.5713 -1.0201 0.047 0.102 -0.120 0.118
H 5.8666 1.9694 -0.1994 -0.040 0.009 -0.009 0.097
H 5.4966 3.4321 0.7455 -0.012 -0.040 -0.084 0.094
```
Forces are in eV/Å.

Output
Kohn-Sham gap: 8.57 eV
Maximum force: 1.77 eV Å⁻¹
Multiplicity: 1
Electronic energy: -45049.03544 eV
E_HOMO: -7.91 eV
Energy relative to the best compared isomer or geometry (same formula, charge and spin): 0.0 kJ/mol
SMILES: COc1ccc(OC)c(C[C@@H](NC(C)=O)C(=O)NC2CCN(c3nnnn3-c3ccccc3)CC2)c1